{"formula": "CH3IN2O", "method": "ωB97M-V/def2-TZVPD", "species": ["C", "N", "N", "O", "I", "H", "H", "H"], "coordinates": [[1.821852, -0.735359, -0.063100], [-0.544755, -0.041015, -0.050247], [0.888052, 0.312426, 0.050986], [1.700127, -1.896414, -0.068153], [3.826394, 0.134709, 0.010854], [-0.976901, 0.116837, 0.789937], [-0.574192, -0.979955, -0.343598], [1.359182, 1.042932, -0.439097]], "atomic_forces_ev_per_a": [[-0.41, 2.12, 0.95], [3.31, 1.84, -2.93], [0.06, -3.02, 0.51], [-0.73, -1.38, -0.12], [-0.04, 0.06, -0.17], [-0.85, 0.25, 2.57], [-0.20, -1.29, -0.25], [-1.14, 1.42, -0.57]], "smiles": "NNC(=O)I", "homo_lumo_gap_ev": 10.1431, "spin_multiplicity": 1, "de_lowest_ev": 0.038}